108
Properties=species:S:1:pos:R:3 method="wB97M-V/def2-TZVPD" mol_weight_g_mol=668.36 total_energy_ev=-67606.59425 homo_lumo_gap_ev=7.49 smiles=NCCCCc1c(Cl)ccc2nccnc12.C1CCOC1.C1CCOC1.C1CCOC1.C1CCOC1.C1CCOC1.C1CCOC1 multiplicity=1 homo_energy_ev=-8.0 lumo_energy_ev=-0.55
Cl -0.864 -0.645 -1.977
O 5.033 3.074 -8.631
O -4.281 -5.416 0.843
O 1.387 1.540 2.341
O -4.514 -1.787 5.093
O -0.246 -2.850 3.407
O 0.501 3.855 7.771
N 3.481 -1.819 -2.826
N 3.428 4.047 -2.895
N 2.498 2.246 -5.355
C -5.455 -6.236 0.935
C 2.469 2.975 -2.837
C 0.796 1.572 -1.134
C -6.413 -1.108 6.337
C 1.814 2.692 -1.418
C -6.202 -6.079 -0.374
C 5.883 4.121 -9.121
C 2.793 -2.271 -4.084
C 3.475 3.280 -5.453
C -2.583 -3.142 3.150
C -0.437 4.723 5.777
C -5.182 -0.485 6.957
C 0.358 0.673 -2.352
C 2.691 0.735 4.148
C -0.507 3.594 6.786
C 1.027 5.096 5.824
C 3.917 4.138 -4.233
C -1.915 -4.495 3.058
C 0.566 0.677 3.140
C 2.910 -1.040 -5.141
C -0.474 -4.118 2.776
C 2.738 1.461 2.818
C -5.076 -5.826 -1.351
C 4.083 3.934 -10.625
C 1.503 -0.182 3.964
C 0.949 0.917 -3.788
C -4.072 -1.343 6.384
C 0.403 -0.019 -4.958
C 1.535 -0.687 -5.887
C -1.510 -2.304 3.814
C 4.020 2.808 -9.612
C -4.117 -4.998 -0.519
C 1.355 4.902 7.291
C 5.547 4.310 -10.586
C 2.006 2.081 -4.012
C -5.911 -1.491 4.959
H -6.433 -2.359 4.548
H -3.076 -5.132 -0.821
H 3.958 3.465 -6.493
H -7.275 -0.439 6.305
H -0.233 0.657 -5.655
H -0.061 1.309 3.779
H 1.801 -1.065 3.390
H -1.046 5.567 6.118
H 0.386 1.429 -0.074
H 2.488 1.447 4.956
H -1.564 -1.251 3.531
H 3.447 -0.129 -4.680
H -6.696 -2.006 6.895
H -3.519 -3.152 3.706
H -4.362 -3.932 -0.574
H 2.400 4.629 7.456
H -6.857 -5.203 -0.328
H 1.806 0.060 -6.731
H -0.298 -0.856 -4.618
H -1.485 3.525 7.270
H -1.569 -2.376 4.906
H 3.367 -3.203 -4.465
H 6.126 3.608 -11.196
H 0.235 -4.854 3.162
H 3.731 3.637 -11.614
H -5.129 -7.271 1.085
H -3.896 -2.230 7.001
H -5.392 -5.322 -2.265
H -6.812 -6.950 -0.623
H 5.663 5.027 -8.544
H 1.235 6.108 5.471
H 2.123 3.374 -0.539
H -0.279 2.630 6.320
H 1.081 -1.609 -6.422
H -6.050 -5.930 1.798
H 3.619 0.211 4.380
H -4.606 -6.776 -1.628
H 4.722 4.943 -4.430
H -5.074 0.548 6.610
H -1.984 -5.008 4.023
H 1.058 -0.519 4.901
H 1.135 5.806 7.870
H 4.247 1.842 -10.076
H 3.634 -1.422 -5.966
H 1.608 4.395 5.215
H 6.929 3.851 -8.961
H -6.011 -0.658 4.254
H -2.343 -5.145 2.294
H -0.084 0.084 2.491
H 4.495 -1.994 -2.987
H -0.785 4.430 4.785
H -0.299 -3.993 1.701
H 3.321 0.899 2.080
H -5.196 -0.478 8.048
H -2.786 -2.760 2.143
H 1.704 -2.588 -3.945
H 3.474 4.778 -10.284
H 3.179 -2.485 -2.092
H 3.158 2.466 2.902
H -3.131 -0.797 6.282
H 3.045 2.738 -9.123
H 5.751 5.321 -10.943